Entry 1:
Computed, not measured: C3H8NOP as an isolated structure at a distorted geometry, with ωB97M-V with the def2-TZVPD basis set.

Computed properties:
* total charge: 0
* energy relative to the best compared isomer or geometry (same formula, charge and spin): 219.5 kJ/mol

Last column: Löwdin charge in e.
Atoms and positions in Å:
C1 2.30279 0.15973 0.42793  -0.081
C2 -1.87066 0.37784 0.02648  -0.312
C3 1.77325 1.22484 -0.11654  -0.108
N1 -1.72022 -0.45152 1.10669  -0.375
O1 -0.95063 -1.98948 -0.76279  -0.329
P1 -1.11165 -1.81272 0.87702  0.822
H1 2.18542 0.01025 1.48588  0.049
H2 -0.37951 -2.48689 -1.23375  -0.026
H3 2.64779 -0.48852 -0.40212  0.068
H4 -2.10318 0.02372 -1.03566  0.089
H5 -2.81566 0.94642 0.25562  0.083
H6 -1.01307 1.00991 0.07621  0.040
H7 1.22972 2.09642 0.39427  0.087
H8 1.82560 1.38001 -1.09923  -0.005

Entry 2:
Computed, not measured: a 12-piece molecular cluster, C22H71BF4N9O11 overall at a distorted geometry, with ωB97M-V with the def2-TZVPD basis set.

Computed properties:
* total charge: -1
* energy: -2625.735950 Eh

Last column: Löwdin charge in e.
Atoms and positions in Å:
B1 0.84965 0.11807 0.08828  -1.398
F1 1.24492 0.63565 1.29350  0.177
F2 0.67725 1.11851 -0.83585  0.128
F3 1.93537 -0.60558 -0.34901  0.133
F4 -0.20642 -0.76964 0.08807  0.138
C1 0.20197 5.02160 -1.99364  -0.911
O1 0.85033 6.04062 -1.90836  0.022
N1 0.46939 4.00779 -2.59227  0.208
N2 -0.93094 4.88533 -1.38793  0.167
H1 -0.20010 3.25157 -2.58786  0.081
H2 1.30243 3.81830 -3.13102  0.139
H3 -1.25318 5.77081 -1.02436  0.118
H4 -1.36042 3.99480 -1.18155  0.050
C2 -1.06150 -0.13789 -3.86530  -0.797
O2 -1.38898 -0.52479 -4.95401  0.051
N3 -0.51819 0.99262 -3.53713  0.166
N4 -1.22880 -0.82373 -2.75912  0.203
H5 -0.25016 1.22709 -2.59200  0.058
H6 -0.17612 1.55795 -4.30099  0.124
H7 -0.96512 -0.55613 -1.82160  0.075
H8 -1.64788 -1.72882 -2.91807  0.101
C3 -3.53714 0.64632 -0.35070  -0.054
C4 -3.04182 2.08600 -0.25040  -0.366
C5 -2.59345 2.43435 1.23810  -0.171
O3 -3.53632 2.26442 2.28571  -0.196
C6 -4.50694 3.28860 2.31156  -0.104
N5 -1.88315 2.12321 -1.10459  0.023
H9 -4.38081 0.60299 0.33809  0.071
H10 -2.85490 -0.03082 0.16325  0.077
H11 -3.84106 0.26809 -1.32675  0.083
H12 -3.76751 2.84152 -0.55148  0.132
H13 -2.18174 3.44153 1.30262  0.115
H14 -1.71985 1.92464 1.64444  0.106
H15 -4.08585 4.28498 2.44571  0.087
H16 -5.22484 3.14682 3.11942  0.086
H17 -5.00638 3.16242 1.35096  0.080
H18 -2.17883 1.70829 -1.97666  0.068
H19 -1.12196 1.49270 -0.89686  0.040
C7 1.79881 4.35995 0.74900  -0.053
C8 2.70726 3.94189 1.95358  -0.405
C9 2.04904 3.69138 3.29553  -0.211
O4 2.80715 2.96106 4.25634  -0.144
C10 2.19755 3.11097 5.47670  -0.150
N6 3.30292 2.71167 1.51601  0.059
H20 1.27464 5.28695 0.98142  0.072
H21 1.07971 3.57717 0.50768  0.065
H22 2.32920 4.56755 -0.18035  0.075
H23 3.51193 4.66599 2.08125  0.125
H24 1.06329 3.30119 3.04223  0.115
H25 1.71229 4.66708 3.64582  0.121
H26 1.11360 2.99664 5.46800  0.073
H27 2.48494 4.02416 5.99786  0.088
H28 2.60100 2.37646 6.17373  0.095
H29 2.82408 1.92679 1.93408  0.042
H30 3.22127 2.53410 0.52510  0.050
C11 2.29410 -1.50331 -3.61357  -0.036
C12 2.48285 -2.47174 -4.82892  -0.412
C13 3.42535 -3.58295 -4.49496  -0.231
O5 3.59438 -4.58329 -5.46297  -0.190
C14 4.22413 -5.77520 -5.05983  -0.107
N7 1.23033 -3.09076 -5.25095  0.044
H31 1.75935 -1.93355 -2.76679  0.074
H32 1.87371 -0.56727 -3.98125  0.066
H33 3.25025 -1.16332 -3.21572  0.069
H34 2.83181 -1.82492 -5.63387  0.134
H35 3.02019 -4.07915 -3.61308  0.127
H36 4.35954 -3.12411 -4.17113  0.128
H37 3.46244 -6.34539 -4.52805  0.086
H38 5.25063 -5.77444 -4.69324  0.090
H39 4.21296 -6.28067 -6.02547  0.085
H40 0.70669 -2.28920 -5.57251  0.080
H41 1.50634 -3.54103 -6.11186  0.086
C15 -2.30089 -6.33809 -3.83338  -0.076
C16 -1.44222 -5.07881 -3.96392  -0.423
C17 -1.22505 -4.42166 -2.55568  -0.198
O6 -2.51156 -4.22114 -1.92361  -0.186
C18 -2.42518 -3.69290 -0.58330  -0.088
N8 -0.15607 -5.37673 -4.59178  0.035
H42 -2.50886 -6.95192 -4.70977  0.070
H43 -3.25650 -6.18017 -3.33342  0.067
H44 -1.80428 -7.01552 -3.13870  0.070
H45 -2.01921 -4.35979 -4.54547  0.134
H46 -0.48662 -3.62007 -2.53999  0.102
H47 -0.59948 -5.12694 -2.00855  0.110
H48 -2.16797 -2.63397 -0.55857  0.060
H49 -1.76480 -4.29159 0.04405  0.081
H50 -3.36539 -3.70599 -0.03201  0.084
H51 0.37300 -6.01393 -4.01373  0.061
H52 0.30004 -4.47661 -4.54884  -0.007
C19 -0.87489 0.47420 3.85975  -0.039
C20 -0.55793 0.41574 5.35760  -0.418
C21 -1.31126 1.43815 6.23444  -0.134
O7 -2.77917 1.14464 6.25214  -0.228
C22 -3.62720 1.96403 7.05302  -0.122
N9 -0.90730 -0.89388 5.89711  0.041
H53 -0.52585 1.41403 3.43200  0.060
H54 -1.94280 0.33259 3.69347  0.084
H55 -0.46680 -0.21912 3.12432  0.064
H56 0.49241 0.40642 5.64880  0.122
H57 -1.18395 2.49869 6.01734  0.110
H58 -1.06841 1.29883 7.28787  0.113
H59 -3.32625 1.79441 8.08683  0.074
H60 -4.63390 1.55242 6.98074  0.083
H61 -3.71214 3.04985 7.00954  0.078
H62 -0.65678 -0.91382 6.87535  0.066
H63 -1.88491 -0.64743 5.95748  0.047
O8 0.14969 -2.81382 1.90842  -0.044
H64 -0.28568 -2.17135 1.34813  -0.010
H65 0.51780 -3.45350 1.29888  0.030
O9 4.10565 -1.01744 0.97571  -0.051
H66 4.20318 -1.95247 0.79559  0.019
H67 3.33224 -0.75615 0.47590  -0.028
O10 3.48356 1.06372 -1.69026  -0.032
H68 3.58343 1.81268 -2.27788  0.035
H69 2.58997 1.13884 -1.35547  -0.009
O11 2.40399 0.18842 3.75629  -0.037
H70 1.97715 1.03795 3.64519  -0.015
H71 1.82249 -0.43170 3.31636  0.023

Entry 3:
Computed, not measured: one molecule with the formula C5H6O2, with ωB97M-V with the def2-TZVPD basis set.

Computed properties:
* total charge: 0
* energy relative to the best compared isomer or geometry (same formula, charge and spin): 229.4 kJ/mol

Last column: Löwdin charge in e.
Atoms and positions in Å:
C1 -2.36606 -1.33779 0.24142  0.133
C2 -1.34736 -0.74949 -0.01794  -0.112
C3 -0.05844 -0.14373 -0.35955  -0.275
C4 1.06913 -0.99639 0.21397  -0.186
O1 2.15476 -0.54719 0.50297  0.062
C5 0.13880 1.33225 0.04592  -0.231
O2 1.26445 1.86627 -0.60082  -0.055
H1 -3.27075 -1.86381 0.45562  0.031
H2 0.05558 -0.17584 -1.45421  0.166
H3 0.83993 -2.06892 0.36292  0.133
H4 0.22409 1.39963 1.14079  0.132
H5 -0.72686 1.92334 -0.26318  0.127
H6 2.02272 1.36166 -0.26791  0.074

Entry 4:
Computed, not measured: C29H19I2N4O2Ti as an isolated structure at a distorted geometry, with ωB97M-V with the def2-TZVPD basis set.

Computed properties:
* total charge: +1
* energy relative to the best compared isomer or geometry (same formula, charge and spin): 17.8 kJ/mol

Last column: Löwdin charge in e.
Atoms and positions in Å:
Ti1 -0.42538 0.42198 0.10969  1.123
C1 -1.97397 2.78934 3.59496  -0.022
C2 -1.09943 2.92423 2.38146  -0.270
C3 0.24743 2.54888 2.42579  -0.056
C4 1.06967 2.65697 1.30410  -0.108
C5 0.53987 3.11822 0.09787  -0.117
C6 -0.81307 3.43987 0.03384  -0.073
C7 -1.61171 3.37077 1.16737  -0.034
H1 -1.50894 3.24909 4.46741  0.092
H2 -2.14594 1.73769 3.83311  0.091
H3 -2.94279 3.25861 3.43532  0.087
H4 0.66849 2.19515 3.36049  0.128
H5 2.12298 2.41624 1.38170  0.115
H6 1.17032 3.24588 -0.77178  0.119
H7 -1.25033 3.76736 -0.90043  0.127
H8 -2.66077 3.62909 1.09468  0.130
I1 -2.84969 0.80962 -4.24107  1.024
C8 -0.82226 0.71713 -3.87981  -0.651
C9 0.09414 0.67514 -4.96755  -0.194
C10 1.43800 0.58083 -4.76142  -0.660
I2 2.69320 0.52505 -6.40911  1.011
C11 1.95590 0.51327 -3.43243  -0.184
C12 3.31943 0.37621 -3.08809  -0.001
C13 3.69225 0.28994 -1.77605  -0.005
C14 2.70692 0.34521 -0.78143  -0.076
N1 1.43022 0.48928 -1.06130  0.023
C15 1.04266 0.56969 -2.37453  -0.152
C16 -0.34717 0.68164 -2.61030  -0.351
O1 -1.15516 0.71554 -1.49155  -0.206
H9 -0.29604 0.71554 -5.97481  0.087
H10 4.06206 0.33081 -3.87409  0.076
H11 4.72819 0.17295 -1.49269  0.122
H12 2.96826 0.25636 0.26690  0.126
C17 1.84967 -2.88889 3.40470  -0.054
C18 1.53398 -1.51734 3.25331  -0.049
C19 0.86191 -1.11378 2.13788  -0.069
C20 0.50210 -2.02023 1.10795  -0.191
C21 -0.14588 -1.57476 -0.07648  -0.182
C22 -0.46363 -2.45765 -1.06599  -0.068
C23 -0.17070 -3.83431 -0.89966  -0.049
C24 0.44615 -4.28214 0.23328  -0.005
C25 0.81426 -3.38205 1.26867  -0.152
C26 1.49081 -3.79229 2.44520  -0.004
H13 2.37097 -3.22049 4.29252  0.112
H14 1.80278 -0.81001 4.02634  0.113
H15 0.60630 -0.05348 2.06922  0.061
H16 -0.95610 -2.12486 -1.97354  0.112
H17 -0.44541 -4.53438 -1.67774  0.113
H18 0.66502 -5.33602 0.35530  0.122
H19 1.72527 -4.84223 2.57240  0.123
O2 -1.92326 0.26671 1.11025  -0.275
N2 -3.15719 0.44934 0.54808  0.094
C27 -3.82088 -0.63419 0.44284  -0.256
C28 -5.11062 -0.52244 -0.20339  -0.135
N3 -6.12492 -0.46101 -0.73466  0.206
C29 -3.37560 -1.91628 0.94789  -0.123
N4 -3.02239 -2.93081 1.34937  0.237

Q: What is the total charge in the third record?
A: 0